Record 1
This record from the OMol25 dataset describes a structure of composition C45H61F3IrN2P2S2Si. The level of theory is wB97M-V/def2-TZVPD.

Each line ends with the Mulliken charge.
Geometry (Å):
Ir  0.0273  1.2136  -0.8804  2.16
C  -0.1582  -1.4861  -3.2113  -1.56
Si  0.1450  -1.1248  -1.3796  0.76
C  1.9520  -1.7222  -1.0818  0.33
C  2.7138  -2.1238  -2.1840  -0.53
C  4.0872  -2.3199  -2.1087  -0.99
C  4.7446  -2.0886  -0.9167  -1.43
C  4.0155  -1.6922  0.1958  -0.53
C  2.6331  -1.5207  0.1454  1.16
P  1.6048  -1.0905  1.6178  -0.36
C  1.8617  -2.5403  2.7622  0.37
C  1.3032  -3.8018  2.1031  0.46
C  1.0081  -4.8843  3.1518  -0.79
C  1.9836  -4.8174  4.3375  -0.80
C  3.3396  -4.3055  3.8685  -0.95
C  3.2382  -2.8492  3.3781  -0.40
C  2.4365  0.3390  2.4547  1.83
C  1.8317  0.5253  3.8534  -1.28
C  2.1016  1.9459  4.3888  -0.88
C  3.3747  2.5569  3.7902  0.34
C  4.4254  1.4757  3.5797  -1.47
C  3.9685  0.4596  2.5152  -0.64
C  -1.0367  -2.3638  -0.5265  0.16
C  -0.9519  -3.7159  -0.8673  -0.37
C  -1.6843  -4.6899  -0.2072  -1.12
C  -2.5084  -4.3182  0.8432  -1.01
C  -2.6317  -2.9779  1.1798  -0.34
C  -1.9332  -1.9861  0.4865  0.14
P  -2.0624  -0.1876  0.8593  0.46
C  -2.7007  -0.1675  2.6264  -0.07
C  -2.3493  1.2111  3.2077  0.97
C  -2.9471  1.3832  4.5982  -1.04
C  -4.4837  1.4206  4.5306  -0.88
C  -5.0102  0.6700  3.3011  -0.94
C  -4.1540  -0.5575  3.0026  -1.30
C  -3.5335  0.3578  -0.1804  1.26
C  -4.7493  -0.5987  -0.3203  -0.41
C  -5.4243  -0.5343  -1.6953  -0.95
C  -5.5762  0.9065  -2.1651  -0.71
C  -4.2013  1.5970  -2.2661  -1.12
C  -3.0948  0.7925  -1.5817  -0.03
H  -0.0253  -2.5455  -3.4466  0.41
H  0.4924  -0.8990  -3.8555  0.30
H  -1.1877  -1.2180  -3.4572  0.27
H  2.2233  -2.2697  -3.1361  0.35
H  4.6406  -2.6344  -2.9854  0.37
H  5.8195  -2.1939  -0.8511  0.39
H  4.5531  -1.4721  1.1053  0.29
H  1.1729  -2.2855  3.5790  0.66
H  2.0307  -4.1622  1.3690  0.37
H  0.3962  -3.5711  1.5450  -1.09
H  1.0670  -5.8702  2.6826  0.48
H  -0.0193  -4.7722  3.5076  0.26
H  2.0765  -5.7968  4.8119  0.47
H  1.5964  -4.1397  5.1044  0.29
H  3.6939  -4.9440  3.0538  0.32
H  4.0853  -4.3777  4.6641  0.53
H  4.0316  -2.6725  2.6528  -0.16
H  3.4215  -2.1729  4.2171  0.17
H  2.0725  1.1733  1.8402  -1.26
H  2.2684  -0.2144  4.5296  0.76
H  0.7572  0.3257  3.8345  0.09
H  2.1957  1.9059  5.4785  0.53
H  1.2508  2.5975  4.1769  0.00
H  3.7518  3.3506  4.4392  0.55
H  3.1492  3.0299  2.8307  -0.62
H  4.5931  0.9589  4.5317  0.37
H  5.3848  1.9125  3.2939  0.52
H  4.4287  -0.5033  2.7339  0.47
H  4.3307  0.7680  1.5310  0.14
H  -0.2588  -4.0193  -1.6442  0.19
H  -1.5900  -5.7323  -0.4879  0.38
H  -3.0660  -5.0661  1.3938  0.41
H  -3.2891  -2.7154  1.9940  0.22
H  -2.0280  -0.8888  3.1101  0.58
H  -2.7010  2.0132  2.5463  0.23
H  -1.2642  1.3129  3.2378  -1.10
H  -2.5660  2.2940  5.0677  0.44
H  -2.6190  0.5504  5.2289  0.36
H  -4.8349  2.4552  4.5090  0.35
H  -4.9031  0.9698  5.4350  0.36
H  -5.0075  1.3274  2.4276  0.17
H  -6.0510  0.3765  3.4597  0.51
H  -4.6205  -1.1527  2.2271  0.54
H  -4.1388  -1.1941  3.8965  0.53
H  -3.8570  1.2663  0.3447  0.47
H  -5.5027  -0.3387  0.4269  0.26
H  -4.4515  -1.6315  -0.1249  -0.13
H  -6.4004  -1.0230  -1.6343  0.51
H  -4.8455  -1.1010  -2.4289  0.31
H  -6.2142  1.4404  -1.4532  0.34
H  -6.0959  0.9393  -3.1265  0.40
H  -4.2439  2.5815  -1.7938  0.30
H  -3.9280  1.7663  -3.3098  0.52
H  -2.1910  1.4094  -1.5515  -0.79
H  -2.8388  -0.0920  -2.1749  0.08
S  -0.9943  3.1273  0.2498  -0.66
F  1.2651  3.3069  -2.7660  -0.27
C  0.7003  2.0529  -2.7944  -0.12
F  1.6858  1.2952  -3.4418  -0.22
F  -0.2799  2.1551  -3.7547  -0.30
N  3.7214  1.3359  -1.1923  0.05
C  3.1269  2.2353  -0.3680  -0.48
N  1.9442  2.0595  0.1533  1.05
C  1.6124  3.0967  0.9943  -1.17
C  0.2787  3.1479  1.6255  1.81
C  0.1463  4.3205  2.5270  -1.14
C  1.0923  5.2952  2.6192  -0.72
C  2.3174  5.2347  1.9106  -0.46
C  2.5385  4.1006  1.1113  1.81
S  3.9282  3.6990  0.1318  -0.51
H  3.0818  0.6397  -1.5599  -0.29
H  4.3403  1.7136  -1.8935  0.30
H  0.0694  2.2068  2.1476  -1.16
H  -0.7759  4.4005  3.0878  0.47
H  0.9106  6.1479  3.2608  0.40
H  3.0500  6.0220  1.9958  0.42

Summary:
Charge: -1
Multiplicity: 5
Frontier orbital gap (alpha / beta): 4.53 / 6.29 eV
Total energy: -109754.2194 eV
E_HOMO (alpha / beta): -2.14 / -4.43 eV



Record 2
This record from the OMol25 dataset describes a cluster of 2 separate species, C3H7BrNO in total in a non-equilibrium geometry. The level of theory is wB97M-V/def2-TZVPD.

Each line ends with the Mulliken charge.
Geometry (Å):
C  0.8667  -0.7082  -0.2306  -0.41
C  0.5513  0.6460  -1.0212  -0.27
C  0.2344  1.0490  1.1547  0.05
N  0.5755  -0.2373  1.1389  -0.07
O  0.1257  1.5973  -0.0060  -0.24
Br  -2.5781  -0.6412  0.0270  -0.23
H  0.1122  -1.4139  -0.4875  0.29
H  1.8760  -1.1812  -0.5169  0.32
H  1.3641  1.1427  -1.7925  0.33
H  -0.3693  0.3650  -1.5495  0.28
H  0.2650  1.6199  2.0518  0.42
H  -3.4695  -1.3592  -0.7002  0.27
H  0.4458  -0.8789  1.9320  0.28

Summary:
Charge: +1
Relative energy (zero: lowest compared OMol25 entry of this formula, charge and spin): 0.896 eV
Multiplicity: 1
Frontier orbital gap: 10.33 eV
Total energy: -76796.5310 eV
E_HOMO: -14.90 eV



Record 3
This record from the OMol25 dataset describes a cluster of 5 separate species, C48H98F2IN2O18P4 in total in a non-equilibrium geometry. The level of theory is wB97M-V/def2-TZVPD.

Each line ends with the Mulliken charge.
Geometry (Å):
C  -3.7618  0.4306  6.7510  -0.76
C  -3.1251  -0.6892  6.2987  -0.98
C  -1.7055  -0.6201  5.6453  0.52
C  -0.4980  -0.9841  6.4222  0.20
C  -0.7256  -1.3973  7.8978  0.24
F  -0.7562  -2.8112  8.1004  -0.41
C  0.2250  -0.6757  8.9606  -0.15
C  -0.5553  -0.1335  10.2369  -1.09
C  0.8113  -0.9505  5.6859  0.97
C  2.0639  -1.3830  6.4972  0.28
F  3.3194  -1.3301  5.8656  -0.37
C  1.9397  -2.9031  7.0359  -0.03
C  3.0533  -3.8060  6.3337  -1.24
C  0.8076  -0.5554  4.2652  -0.31
I  2.6508  -0.5551  3.1192  0.18
N  -0.3687  -0.1737  3.5917  0.20
C  -0.2901  0.2136  2.1485  -1.03
C  -0.2244  -1.0475  1.1586  0.42
C  0.1730  -0.6289  -0.3071  0.19
C  1.7179  -0.6577  -0.6377  -0.29
C  2.3094  -2.1224  -0.8772  -0.77
N  2.8654  -2.7707  0.3228  -0.52
C  -1.6082  -0.1903  4.2254  0.40
C  -2.9223  0.2139  3.4982  -0.19
C  -3.4408  -0.8752  2.4587  -1.00
C  -3.6356  -0.3585  0.9839  -0.01
C  -4.5069  0.9654  0.8589  -0.77
O  -3.5733  2.0600  0.7178  -0.24
C  -3.8739  3.1566  1.5078  0.61
C  -3.6570  4.5597  0.8268  -0.78
O  -4.2358  3.1332  2.6589  -0.53
H  -4.5151  0.3099  7.5623  0.31
H  -3.5868  1.4448  6.3200  0.28
H  -3.6209  -1.6860  6.4274  0.38
H  -1.7426  -1.0854  8.2739  0.40
H  0.9448  -1.4601  9.3219  -0.13
H  0.7529  0.2072  8.5017  0.31
H  -1.6693  -0.0865  10.1331  0.30
H  -0.2164  0.9316  10.4026  0.33
H  -0.3278  -0.6716  11.1924  0.24
H  2.1696  -0.6505  7.3499  0.13
H  0.9709  -3.2735  6.5931  0.31
H  1.9689  -2.9671  8.1474  -0.07
H  4.0830  -3.5930  6.7039  0.30
H  2.7439  -4.8730  6.5380  0.41
H  3.0026  -3.7096  5.2105  0.28
H  0.5085  0.9696  1.9443  0.57
H  -1.2319  0.7348  1.8126  -0.36
H  -1.2832  -1.4363  1.1144  0.09
H  0.3893  -1.8661  1.6093  -0.01
H  -0.3348  -1.2889  -1.0697  0.18
H  -0.1826  0.4207  -0.5433  -0.50
H  1.8430  -0.1230  -1.6281  0.38
H  2.3379  -0.0620  0.0928  0.02
H  3.1857  -1.9722  -1.5760  0.34
H  1.5929  -2.7815  -1.4434  0.29
H  3.6691  -2.2715  0.6940  0.28
H  2.1634  -2.9651  1.0318  0.25
H  -3.7721  0.4934  4.1550  0.40
H  -2.6778  1.1642  2.9367  -0.15
H  -2.6962  -1.7247  2.4677  0.55
H  -4.4105  -1.3240  2.8027  0.48
H  -4.1857  -1.1714  0.4314  0.45
H  -2.6618  -0.1832  0.4405  -0.19
H  -5.2577  1.0843  1.6781  0.36
H  -5.0998  0.8424  -0.0945  0.40
H  -3.9158  5.3834  1.5432  0.37
H  -4.1632  4.6483  -0.1638  0.16
H  -2.5357  4.6367  0.6859  0.20
O  0.5369  -1.9974  -5.4328  -0.76
P  -0.7935  -2.2034  -6.1240  1.38
O  -1.6496  -2.7992  -4.8475  -0.48
C  -2.1062  -1.8746  -3.8732  -0.37
C  -3.2356  -1.0055  -4.4002  -0.75
O  -0.4238  -3.6323  -6.8697  -0.38
C  0.9347  -3.9835  -7.1286  -0.27
C  1.5018  -4.8366  -6.0092  -1.08
O  -2.2221  -2.2124  -7.0337  -0.34
C  -2.2422  -1.3387  -8.1750  -0.26
C  -1.2139  -1.7198  -9.2223  -0.85
H  -1.2693  -1.2555  -3.5276  0.24
H  -2.4635  -2.4535  -3.0187  0.34
H  -2.8806  -0.3381  -5.1904  -0.02
H  -3.6551  -0.3888  -3.6022  0.39
H  -4.0292  -1.6200  -4.8269  0.31
H  1.5390  -3.0895  -7.2988  0.25
H  0.9515  -4.5528  -8.0623  0.41
H  1.2891  -4.4147  -5.0249  0.21
H  2.5825  -4.9467  -6.1164  0.36
H  1.0486  -5.8304  -6.0257  0.29
H  -2.0818  -0.3100  -7.8383  0.20
H  -3.2436  -1.3967  -8.6037  0.40
H  -0.1972  -1.5694  -8.8447  0.05
H  -1.3333  -1.1074  -10.1181  0.46
H  -1.3051  -2.7715  -9.4969  0.26
O  4.1742  -5.2441  10.8140  -0.79
P  4.1472  -4.9342  12.2946  1.19
O  3.2673  -3.5400  12.2421  -0.40
C  1.8612  -3.6362  12.0680  0.06
C  1.1729  -4.1718  13.3116  -1.17
O  5.6577  -4.2681  12.3973  -0.35
C  6.6575  -4.5903  11.4321  -0.36
C  6.6784  -3.5730  10.3062  -1.03
O  4.1043  -4.8541  13.9850  -0.28
C  4.3410  -6.0938  14.6756  -0.32
C  5.7380  -6.6353  14.4335  -1.04
H  1.6342  -4.2641  11.1984  0.24
H  1.4920  -2.6313  11.8512  0.07
H  1.4462  -5.2153  13.4914  0.27
H  0.0873  -4.1210  13.2055  0.43
H  1.4694  -3.6025  14.1932  0.28
H  6.5169  -5.6054  11.0544  0.36
H  7.6223  -4.5807  11.9471  0.39
H  5.6776  -3.3703  9.9190  0.20
H  7.3081  -3.9188  9.4842  0.35
H  7.0712  -2.6194  10.6666  0.30
H  3.5868  -6.8239  14.3681  0.30
H  4.2013  -5.8993  15.7398  0.36
H  5.8694  -6.9342  13.3886  0.29
H  5.9245  -7.5108  15.0577  0.42
H  6.4918  -5.8772  14.6500  0.24
O  -3.2491  2.6050  -4.6233  -0.75
P  -3.0437  4.0128  -5.1389  1.11
O  -1.9070  3.6999  -6.2885  -0.32
C  -2.3309  3.1360  -7.5263  0.17
C  -3.0928  4.1367  -8.3771  -1.27
O  -2.0340  4.5310  -3.9306  -0.45
C  -2.0430  3.8912  -2.6594  -0.34
C  -0.9840  2.8058  -2.5892  -0.48
O  -3.0807  5.6229  -5.6612  -0.28
C  -4.2647  6.3639  -5.3194  -0.32
C  -4.4336  6.5284  -3.8199  -1.02
H  -2.9393  2.2439  -7.3395  0.12
H  -1.4328  2.8171  -8.0580  0.10
H  -4.0498  4.3961  -7.9142  0.37
H  -3.2977  3.7254  -9.3671  0.46
H  -2.5252  5.0612  -8.4886  0.23
H  -3.0376  3.4996  -2.4307  0.28
H  -1.8271  4.6541  -1.9049  0.35
H  -1.0086  2.1525  -3.4635  0.27
H  -1.1146  2.1956  -1.6918  -0.27
H  0.0129  3.2525  -2.5634  0.37
H  -5.1363  5.8647  -5.7521  0.31
H  -4.1757  7.3443  -5.7890  0.35
H  -4.6269  5.5647  -3.3370  0.25
H  -5.2739  7.1885  -3.5976  0.47
H  -3.5292  6.9402  -3.3696  0.24
O  2.6074  3.6501  -12.4972  -0.79
P  1.7092  3.8782  -11.3029  0.96
O  0.8446  2.4762  -11.3654  -0.35
C  1.4529  1.2839  -10.8864  -0.41
C  1.5839  1.2832  -9.3734  -0.53
O  0.6182  4.8745  -12.0473  -0.30
C  0.9888  5.6108  -13.2122  -0.39
C  0.6190  4.8571  -14.4761  -1.15
O  0.9153  4.2584  -9.8529  -0.06
C  1.5785  5.2169  -9.0109  -0.36
C  1.6894  6.5833  -9.6627  -1.08
H  2.4312  1.1479  -11.3599  0.30
H  0.8181  0.4524  -11.1974  0.32
H  2.2967  2.0434  -9.0418  0.32
H  1.9350  0.3130  -9.0150  0.36
H  0.6259  1.5090  -8.9020  -0.17
H  2.0519  5.8604  -13.1893  0.37
H  0.4456  6.5599  -13.1840  0.39
H  0.9393  3.8142  -14.4395  0.30
H  1.0658  5.3295  -15.3528  0.35
H  -0.4659  4.8445  -14.6040  0.29
H  2.5691  4.8353  -8.7463  0.30
H  0.9952  5.2941  -8.0918  0.37
H  2.3543  6.5529  -10.5315  0.27
H  2.0923  7.3136  -8.9586  0.43
H  0.7153  6.9271  -10.0130  0.26

Summary:
Charge: +1
Multiplicity: 1
Frontier orbital gap: 6.98 eV
Total energy: -141880.1078 eV
E_HOMO: -10.89 eV



Record 4
This record from the OMol25 dataset describes an isolated molecule of C16H14N2O3 in a non-equilibrium geometry. The level of theory is wB97M-V/def2-TZVPD.

Each line ends with the Mulliken charge.
Geometry (Å):
C  4.3100  1.3610  -1.5358  -0.94
O  3.1311  1.5859  -0.8034  -0.46
C  2.5881  0.5446  -0.1038  0.77
C  3.1130  -0.7346  -0.0524  -0.42
C  2.4851  -1.7333  0.6958  0.57
N  2.9654  -3.0255  0.6633  -0.55
C  1.3385  -1.4178  1.4214  -0.94
C  0.8206  -0.1390  1.3826  -0.14
C  1.4128  0.8461  0.6071  -0.38
N  0.9151  2.1563  0.5448  -0.07
C  -0.3733  2.5824  0.4888  0.12
O  -0.6595  3.7584  0.5902  -0.65
C  -1.3898  1.5333  0.2182  0.24
C  -1.3685  0.5169  -0.6913  -0.50
C  -2.6517  -0.0972  -0.6290  1.14
C  -3.2662  -1.1715  -1.2714  -0.64
C  -4.5609  -1.4820  -0.9217  -0.54
C  -5.2513  -0.7481  0.0469  -0.35
C  -4.6673  0.3194  0.6974  -0.98
C  -3.3633  0.6348  0.3456  0.08
O  -2.5920  1.6235  0.8432  -0.41
H  4.5501  2.3136  -2.0054  0.25
H  4.1625  0.6032  -2.3116  0.36
H  5.1370  1.0602  -0.8844  0.36
H  4.0093  -0.9872  -0.5973  0.33
H  2.6626  -3.6313  1.4081  0.22
H  3.9269  -3.1447  0.3894  0.21
H  0.8595  -2.1770  2.0202  0.30
H  -0.0543  0.1035  1.9647  0.52
H  1.6138  2.8876  0.4908  0.26
H  -0.5494  0.2408  -1.3232  0.59
H  -2.7336  -1.7395  -2.0188  0.43
H  -5.0602  -2.3100  -1.4029  0.38
H  -6.2662  -1.0246  0.2898  0.37
H  -5.1935  0.8917  1.4442  0.44

Summary:
Structure (SMILES): COc1cc(N)ccc1NC(=O)c1cc2ccccc2o1
Relative energy (zero: lowest compared OMol25 entry of this formula, charge and spin): 1.189 eV
Multiplicity: 1
Frontier orbital gap: 8.29 eV
Total energy: -25941.8484 eV
E_HOMO: -7.64 eV